# C24H26O13

An isolated molecule of C24H26O13 in a non-equilibrium geometry (ωB97M-V with the def2-TZVPD basis set, the OMol25 dataset).

CARTESIAN COORDINATES (ANGSTROEM)
1 C 2.776 -1.480 -5.963
2 O 2.086 -2.698 -6.103
3 C 1.200 -3.065 -5.127
4 C 0.856 -2.248 -4.055
5 C -0.056 -2.670 -3.097
6 C -0.367 -1.785 -1.955
7 C -1.168 -0.711 -2.096
8 O -1.488 0.149 -1.127
9 C -0.941 -0.030 0.101
10 C -1.254 0.910 1.074
11 C -0.679 0.799 2.325
12 O -0.873 1.694 3.343
13 C -1.844 2.686 3.214
14 O -1.608 3.597 2.171
15 C -0.339 4.235 2.249
16 C -0.165 5.089 0.987
17 O 1.159 5.498 0.812
18 C -0.263 5.075 3.531
19 O 1.009 5.666 3.641
20 C -0.553 4.180 4.751
21 O -0.568 4.957 5.922
22 C -1.888 3.442 4.552
23 O -2.962 4.349 4.569
24 C 0.200 -0.258 2.649
25 O 0.674 -0.207 3.922
26 C 1.713 -1.072 4.336
27 C 0.481 -1.226 1.678
28 O 1.281 -2.268 1.951
29 C -0.086 -1.102 0.383
30 C 0.233 -2.074 -0.656
31 O 0.968 -3.049 -0.465
32 C -0.648 -3.917 -3.197
33 C -0.326 -4.737 -4.267
34 O -0.915 -5.949 -4.389
35 C 0.607 -4.329 -5.230
36 O 0.818 -5.246 -6.243
37 C 2.138 -5.427 -6.715
38 H 2.096 -0.624 -6.002
39 H 3.352 -1.447 -5.032
40 H 3.459 -1.434 -6.810
41 H 1.300 -1.272 -3.949
42 H -1.638 -0.457 -3.037
43 H -1.906 1.727 0.819
44 H -2.832 2.253 2.986
45 H 0.462 3.483 2.274
46 H -0.847 5.951 1.040
47 H -0.433 4.488 0.116
48 H 1.473 5.855 1.655
49 H -1.030 5.870 3.482
50 H 1.149 5.870 4.576
51 H 0.255 3.448 4.857
52 H -1.465 5.307 6.026
53 H -2.047 2.742 5.377
54 H -3.054 4.724 3.683
55 H 2.596 -0.972 3.703
56 H 1.953 -0.754 5.350
57 H 1.393 -2.115 4.345
58 H 1.351 -2.810 1.114
59 H -1.351 -4.268 -2.460
60 H -0.544 -6.368 -5.182
61 H 2.838 -5.554 -5.885
62 H 2.461 -4.589 -7.334
63 H 2.111 -6.338 -7.312

Properties
HOMO level (eV): -8.097
Charge: 0
Maximum force (Eh/bohr): 0.0201
E_LUMO (hartree): 0.0079